[1]
Below is a cluster of 2 separate species, C16H31N3O3 in total, with properties calculated with wB97M-V/def2-TZVPD.

Its energy relative to the best compared isomer or geometry (same formula, charge and spin) is 353.1 kcal/mol. The gap between HOMO and LUMO comes out at 7.99 eV. The HOMO energy is -0.2835 Eh. The total charge is 0.

```
53
Properties=species:S:1:pos:R:3:forces:R:3:nbo_charge:R:1
O 2.8274 -1.6356 -0.8493 0.020 -0.535 1.146 -0.74
O -1.8065 -1.7997 -2.5067 0.297 4.756 -18.698 -0.47
O -0.4362 -3.3450 1.5632 -3.236 1.695 -2.616 -0.72
N -0.6654 -2.5564 -0.7617 -7.619 -0.021 5.773 -0.55
N 1.0736 1.1161 -0.1620 1.051 -1.788 1.253 -0.48
N -2.4763 -2.7181 0.8572 -7.107 4.290 -5.648 -0.59
C 3.5194 1.5518 -0.3877 -0.475 7.812 2.398 -0.41
C -1.9849 -1.9583 -1.4761 5.448 -6.768 15.507 0.74
C -3.9940 -3.3203 -0.9516 -4.381 0.903 -5.825 -0.59
C -1.8651 3.7466 1.7508 0.066 0.431 -6.355 -0.61
C 2.0714 2.1049 -0.5601 0.478 0.299 7.473 -0.17
C -2.3302 2.5605 0.7348 5.235 1.722 -0.131 -0.40
C 3.9144 1.4088 1.0306 0.842 -7.047 0.840 -0.41
C 0.9951 0.0067 -0.9602 -2.003 -3.737 -1.712 -0.22
C -0.0652 1.3365 0.6548 0.024 0.068 0.816 -0.21
C -3.1058 -2.2175 -0.6242 -0.504 -0.839 6.134 -0.03
C -1.3023 -2.8548 0.7065 16.926 -3.905 0.018 0.78
C 0.7213 -2.7274 -1.1177 -2.465 4.070 2.436 -0.26
C 5.3699 0.7927 1.0847 0.848 -2.140 0.292 -0.63
C 1.4329 -1.4413 -0.5980 0.539 -0.859 6.165 0.12
C -1.1128 2.0053 -0.1730 2.279 9.233 7.600 -0.38
C -3.7285 -0.9509 -0.1966 1.341 3.669 -4.403 -0.58
H -1.5458 1.5889 -0.8848 -3.017 -4.488 -6.554 0.18
H 4.0827 2.1306 1.7238 -0.939 3.107 1.438 0.21
H -2.8110 3.9887 2.1125 -0.929 1.038 1.737 0.21
H -3.6560 -4.3147 -1.2182 0.435 -0.060 1.003 0.26
H 0.6059 -2.4452 -2.0724 0.433 -0.297 -4.576 0.21
H -3.0763 -3.1410 1.4395 -2.132 -1.788 2.755 0.41
H 1.1802 -1.4697 0.6801 1.004 -0.026 -3.233 0.15
H 5.4409 -0.2617 0.7329 -0.555 0.767 -1.524 0.21
H -2.4194 1.8067 1.4148 -2.118 -2.487 1.439 0.19
H 1.6283 0.2247 -1.7089 2.071 0.411 -3.520 0.19
H -0.6425 0.3877 1.0246 1.957 1.051 -0.125 0.19
H -2.9490 -0.2636 0.3416 -1.701 -1.239 -1.064 0.25
H 3.0365 -2.3822 -0.2384 0.263 0.865 -0.864 0.47
H -0.7237 3.0682 -0.5025 -0.188 -2.135 -0.160 0.18
H 3.3062 0.5328 1.4577 0.332 1.554 0.038 0.20
H 3.5403 0.6984 -0.8487 1.153 -4.739 -2.871 0.22
H -4.2494 -3.0349 -2.3839 0.296 -0.550 4.028 0.19
H 6.0723 1.4527 0.4823 -0.343 -0.988 1.220 0.20
H 1.7798 2.5434 -1.4010 -0.580 1.817 -4.076 0.18
H 0.0102 -0.2121 -1.4421 0.094 0.842 0.226 0.16
H -1.4511 4.5911 1.0336 -0.992 -1.224 1.576 0.19
H -5.0799 -3.2174 -0.4852 2.530 -0.519 -0.849 0.25
H -1.0425 3.4609 2.3169 0.811 -0.611 1.652 0.21
H 5.7517 0.2957 2.0840 -0.546 2.666 -0.841 0.22
H -2.9845 2.8866 -0.0156 -1.963 0.187 -0.092 0.21
H 1.9693 2.9489 0.3032 0.177 -1.513 -2.021 0.18
H 0.4436 1.9254 1.4898 -1.930 -0.409 -0.415 0.21
H -4.0041 -0.4433 -1.3592 0.425 -0.856 3.551 0.21
H -4.6112 -1.1100 0.3296 -1.460 0.033 1.037 0.22
H 1.0472 -3.7051 -0.8888 0.878 -0.695 0.297 0.23
H 4.2992 2.3650 -0.5751 -1.069 -1.027 -1.674 0.20
```
Positions in Å, forces in eV/Å.



[2]
Below is a cluster of 3 separate species, C16H31N6O in total, with properties calculated with wB97M-V/def2-TZVPD.

Its energy relative to the best compared isomer or geometry (same formula, charge and spin) is 458.1 kcal/mol. The gap between HOMO and LUMO comes out at 9.59 eV. The HOMO energy is -0.4400 Eh. The total charge is +1.

```
54
Properties=species:S:1:pos:R:3:forces:R:3:nbo_charge:R:1
O 1.2920 1.6861 -1.2025 2.282 -2.688 1.719 -0.59
N -2.6512 1.3756 -1.9924 -2.882 5.820 -2.445 -0.05
N -3.2700 1.0155 -0.9436 -2.894 0.225 -2.111 -0.05
N 0.4126 -0.1495 3.6673 -2.442 -0.520 -0.277 -0.44
N -2.4847 0.1663 -0.4579 -5.607 -5.540 11.089 -0.36
N -0.3324 -0.5260 1.0694 2.560 -12.729 -5.510 -0.37
N -1.4765 1.0041 -1.8808 7.333 -1.387 -5.062 -0.16
C 0.2051 0.5600 1.4231 -7.672 12.623 1.222 -0.25
C -0.4963 -2.3511 -0.9669 4.773 1.054 -0.430 -0.44
C -1.4584 -2.1940 -3.3413 -6.886 3.918 6.941 -0.52
C 0.3151 -1.4221 3.1517 -9.910 1.844 1.746 -0.22
C -1.3844 0.1165 -0.9091 8.677 -1.498 -3.788 0.28
C 3.3880 1.1377 2.6932 3.187 0.781 -3.667 -0.38
C -0.1157 -0.9177 -0.5788 -4.428 3.655 0.471 0.02
C 2.6456 2.0815 -0.8778 -6.270 11.166 -4.670 -0.19
C -0.5398 -2.8062 -2.4337 4.391 5.265 -0.578 -0.20
C -0.3064 1.4409 -2.8758 -7.636 6.153 4.726 -0.20
C 0.4529 -1.6210 1.8211 0.203 -3.450 -7.422 -0.23
C -0.2082 0.8516 2.8372 -0.816 -5.541 -0.432 -0.21
C 1.6503 0.0323 4.0954 5.983 4.204 6.060 -0.24
C 0.5024 2.4083 -2.0201 2.387 0.968 -5.004 -0.08
C 0.8175 -2.1253 -3.1247 2.120 -5.045 4.601 -0.61
C 2.7990 0.0429 3.0769 -0.834 -2.114 2.302 -0.28
H 0.8684 -0.5366 -0.8962 -0.661 -0.059 0.352 0.27
H -1.5500 -1.0908 -3.3065 1.144 -0.673 -0.776 0.22
H 3.1790 -1.0203 2.9132 -0.228 1.679 -0.510 0.21
H -1.6724 -2.6424 -4.1785 -0.929 -2.189 -4.674 0.22
H 0.0725 0.7175 -3.3748 3.268 -5.197 -2.333 0.21
H 1.6964 1.1127 4.8027 -0.044 -2.504 -2.320 0.19
H 1.4753 -1.5073 1.4771 0.310 0.059 -0.320 0.21
H 3.1223 2.6845 -1.7368 -0.052 -2.190 1.003 0.23
H -0.2349 1.4738 0.6984 0.836 -2.027 1.852 0.22
H -0.4066 -3.8293 -2.4207 -0.069 -2.113 -0.388 0.24
H 4.2609 0.8850 1.8286 -2.100 1.393 2.598 0.20
H -1.3760 -2.5908 -0.5564 -3.286 -1.185 2.109 0.23
H 2.2972 3.3636 -0.2983 1.519 -3.539 -0.671 0.11
H 1.0318 -2.4556 -4.1086 0.016 -0.401 -0.856 0.23
H -0.9665 1.9273 -3.6368 0.845 0.382 0.594 0.25
H -2.7287 -2.1241 -2.6306 2.816 -0.914 -2.080 0.12
H 1.1506 -1.1409 -2.9762 -0.727 1.684 0.154 0.20
H 0.0736 -2.6907 1.3592 0.881 2.668 1.751 0.25
H 3.0440 1.5086 -0.2290 3.085 -4.065 4.113 0.17
H 1.1169 0.6653 1.2556 8.093 0.189 -1.170 0.23
H -0.9131 -1.8282 3.4060 2.568 1.143 -0.772 0.15
H 0.0066 1.6619 3.3116 1.483 5.800 1.810 0.23
H -1.2276 0.6163 3.0980 -1.067 0.466 -1.073 0.22
H 0.4222 -2.8329 -0.5227 -1.333 -0.645 -0.362 0.22
H 0.0657 3.2908 -1.5483 -0.673 -0.306 -0.068 0.22
H 1.6023 -2.6869 -2.3381 -0.985 1.184 -2.479 0.18
H 0.6801 -2.0675 3.7193 4.119 -5.572 4.732 0.23
H 1.1416 2.8004 -2.9264 -0.494 0.174 1.637 0.18
H 3.1429 2.2207 2.9439 0.249 -1.762 -0.285 0.24
H -1.2176 -0.8928 1.1561 -3.572 0.830 0.833 0.46
H 1.9423 -0.6398 5.0101 -0.632 0.528 -1.879 0.23
```
Positions in Å, forces in eV/Å.



[3]
Below is a cluster of 2 separate species, C16H31N6O6PS2 in total, with properties calculated with wB97M-V/def2-TZVPD.

The gap between HOMO and LUMO comes out at 3.09 eV. The HOMO energy is -0.2042 Eh. The total charge is 0.

```
62
Properties=species:S:1:pos:R:3:forces:R:3:nbo_charge:R:1
S -0.3169 3.4213 -2.0622 0.171 -0.089 -0.168 0.25
S -0.3111 -4.7371 -3.0907 2.375 -4.842 2.183 2.16
P 1.1258 -1.1109 2.7687 -3.028 -1.717 -0.298 1.25
O 4.9082 -0.5301 -0.1870 -1.047 0.056 -0.165 -0.74
O -0.3554 2.6890 4.5520 2.043 -4.528 -7.512 -0.42
O 0.8603 -4.4269 -4.2849 -2.841 0.534 2.444 -0.85
O 3.4754 -3.4274 -3.2690 -1.159 1.294 0.111 -1.37
O -0.8456 -6.1270 -3.3837 0.674 4.515 -0.403 -0.90
O 0.3066 -4.7786 -1.6959 -1.604 1.685 -3.806 -0.92
N -0.3531 -1.7393 2.8119 1.527 -0.406 -0.143 -1.30
N 0.6860 1.5426 1.5379 0.031 -1.240 -4.835 -0.30
N -0.4522 1.3735 2.3449 1.119 3.774 5.250 -0.39
N -0.2245 3.0266 -0.3410 0.916 -1.847 1.416 -0.49
N -3.4889 1.8737 3.3750 -0.360 0.354 -1.647 -0.84
N 1.2700 1.0856 -0.7817 2.229 2.305 0.972 -0.50
C 0.4889 1.9911 0.1414 0.922 -1.353 -0.078 0.75
C -1.0318 3.9333 0.5673 -1.318 0.627 -0.220 -0.23
C 3.8418 -1.4315 0.2146 0.504 -1.562 -0.783 -0.08
C -1.6592 -3.4171 -3.1272 -1.471 0.803 -0.068 -0.64
C 3.7294 2.3981 -0.6335 -5.804 -4.045 -0.943 -0.22
C 1.3973 0.2033 1.4183 4.148 0.348 -0.049 -0.41
C 2.6528 1.6654 -0.8823 4.545 4.678 2.185 0.08
C -0.1628 2.0548 3.4742 -4.518 1.964 3.728 0.88
C -2.5608 3.4056 0.5160 -0.428 0.580 -0.060 -0.43
C -3.4806 3.9168 1.7514 -1.363 0.080 -0.413 -0.44
C -0.0067 -1.0716 -0.3308 -0.498 -0.055 -0.838 -0.45
C -4.3336 2.6881 2.4231 0.802 0.421 -0.236 -0.21
C -1.6122 -2.4727 -1.8236 0.214 -0.082 0.422 -0.42
C -0.3564 -1.4134 -1.8676 -0.866 -0.972 0.146 -0.43
C 1.3854 -0.2734 -0.1228 -2.533 -1.912 1.362 0.18
C 2.4885 -1.3317 -0.6634 1.113 1.061 0.211 -0.48
H 2.0400 -2.1995 2.4867 0.205 1.397 0.208 0.03
H -3.0273 3.8468 -0.4540 0.898 -0.922 1.599 0.23
H -2.8548 2.5079 3.8872 -0.397 -0.669 -0.477 0.35
H 2.8182 -0.9707 -1.7254 -0.716 -1.080 1.718 0.28
H -4.6547 2.0060 1.5343 0.239 1.167 1.769 0.19
H 2.0150 -2.3895 -0.7298 0.830 1.951 -0.117 0.30
H 4.7084 2.9236 -0.3295 -2.122 -1.304 -0.980 0.30
H -1.0134 4.9869 0.0890 0.180 -1.785 0.799 0.25
H 1.3993 -0.5261 4.0592 0.599 0.221 -1.001 -0.03
H -1.5303 -3.1811 -0.9002 0.108 1.331 -1.672 0.24
H 1.4453 -3.6689 -3.9660 0.915 -0.933 0.187 0.55
H -4.2836 4.6406 1.3078 1.569 -1.084 0.828 0.22
H -2.6707 -3.9983 -3.1500 2.040 0.748 0.082 0.27
H -0.2789 -2.7672 2.6222 -0.254 1.250 0.192 0.38
H -2.8982 4.5086 2.5552 -0.797 -1.058 -1.242 0.21
H -0.9135 -0.4947 0.1022 1.385 -0.803 -0.444 0.21
H 4.2536 -2.5142 0.0537 -0.989 1.801 0.226 0.22
H 0.0465 -2.0939 0.2296 0.019 2.097 -0.922 0.26
H -0.5900 4.0354 1.6246 -0.535 -0.582 -1.749 0.23
H -0.8781 2.3429 -2.7476 0.365 0.353 1.336 0.17
H -0.6728 -0.4792 -2.4926 0.689 -1.596 1.148 0.19
H -5.2390 3.0728 3.0177 1.298 -0.414 -1.218 0.21
H 4.8743 -0.3575 -1.1576 -0.144 -0.614 1.039 0.48
H -2.6100 -1.8892 -1.6600 1.638 -1.102 -0.678 0.21
H 0.4907 -1.9758 -2.4094 -1.011 1.148 0.984 0.25
H -2.9692 1.2154 2.7644 -0.018 0.580 1.071 0.37
H -2.6145 2.2552 0.4128 0.337 1.787 0.365 0.22
H -1.6308 -2.7937 -4.0943 0.339 -1.129 1.394 0.25
H 3.9726 -4.2362 -3.2559 0.171 -0.611 -0.043 0.42
H 2.5008 0.5295 1.6272 -1.508 -0.677 -0.416 0.26
H 3.7005 -1.3161 1.3493 0.173 0.104 -1.752 0.15
```
Positions in Å, forces in eV/Å.